This record from the OMol25 dataset describes a cluster of 2 separate species, C13H28N2O4 in total at a distorted geometry. The level of theory is the ωB97M-V functional and the def2-TZVPD basis.

Properties
Molecular weight = 276.377 g mol⁻¹
DFT total energy = -25105.8416 eV
Orbital gap = 9.7 eV
ΔE to the lowest compared entry with this formula, charge and spin = 112.6 kJ/mol
HOMO = -9.5456 eV
SMILES = CNC(=O)CNC(C)=O.CCCCCCCC(O)O

```
! wB97M-V def2-TZVPD RIJCOSX def2/J DEFGRID3
* xyz 0 1
C -0.492 0.707 3.945
N 0.429 1.578 3.216
C 1.677 1.322 2.802
O 2.262 2.179 2.158
C 2.393 -0.001 3.134
N 2.230 -0.499 4.508
C 2.585 0.178 5.601
C 2.391 -0.529 6.923
O 3.034 1.313 5.578
H -1.506 1.104 3.874
H -0.205 0.674 4.998
H -0.476 -0.299 3.526
H 0.110 2.506 2.984
H 2.020 -0.755 2.444
H 3.456 0.141 2.936
H 1.885 -1.435 4.632
H 1.336 -0.754 7.063
H 2.732 0.127 7.724
H 2.978 -1.445 6.935
C -2.593 3.225 -4.693
C -2.708 1.841 -5.337
C -1.588 0.877 -4.909
C -1.639 0.548 -3.410
C -0.807 -0.701 -3.077
C -0.931 -1.036 -1.581
C -0.545 -2.490 -1.231
C 0.954 -2.807 -1.206
O 1.653 -1.871 -0.408
O 1.531 -2.729 -2.494
H -1.618 3.670 -4.913
H -3.373 3.885 -5.086
H -2.713 3.161 -3.608
H -3.680 1.406 -5.086
H -2.670 1.959 -6.425
H -1.703 -0.048 -5.484
H -0.610 1.301 -5.160
H -2.680 0.366 -3.122
H -1.273 1.401 -2.831
H -1.172 -1.542 -3.673
H 0.243 -0.531 -3.336
H -1.974 -0.898 -1.280
H -0.331 -0.329 -1.000
H -0.939 -2.707 -0.234
H -1.042 -3.175 -1.926
H 1.097 -3.817 -0.805
H 1.215 -1.770 0.447
H 1.057 -3.301 -3.115
*
```

Löwdin population analysis, charges in e, atoms 1 to 5: -0.068, 0.029, -0.498, 0.048, -0.052

***

This record from the OMol25 dataset describes the molecule C14H10F4O3 at a distorted geometry. The level of theory is the ωB97M-V functional and the def2-TZVPD basis.

Properties
Molecular weight = 302.223 g mol⁻¹
DFT total energy = -31692.8148 eV
Orbital gap = 8.4 eV
HOMO = -9.6751 eV
SMILES = Cc1ccccc1CC1=C(C(F)(F)C(F)F)C(=O)OC1=O

```
! wB97M-V def2-TZVPD RIJCOSX def2/J DEFGRID3
* xyz 0 1
C -1.174 0.715 -1.991
C -0.999 -0.649 -1.364
C -2.065 -1.551 -1.443
C -1.978 -2.840 -0.918
C -0.796 -3.242 -0.321
C 0.271 -2.352 -0.236
C 0.189 -1.049 -0.734
C 1.430 -0.188 -0.588
C 1.224 1.218 -0.152
C 0.979 1.748 1.047
C 0.847 1.084 2.389
F 0.429 1.980 3.295
F 2.078 0.659 2.777
C -0.135 -0.139 2.422
F 0.590 -1.273 2.490
F -0.882 -0.063 3.544
C 0.881 3.219 0.884
O 0.806 4.085 1.665
O 0.987 3.498 -0.489
C 1.364 2.362 -1.110
O 1.798 2.278 -2.207
H -2.177 0.785 -2.397
H -0.490 0.827 -2.828
H -1.076 1.530 -1.285
H -2.982 -1.239 -1.919
H -2.840 -3.481 -0.997
H -0.711 -4.237 0.088
H 1.174 -2.703 0.238
H 2.111 -0.653 0.118
H 1.949 -0.149 -1.544
H -0.801 -0.178 1.565
*
```

Löwdin population analysis, charges in e, atoms 1 to 5: -0.015, -0.210, -0.041, -0.075, -0.074

***

This record from the OMol25 dataset describes a cluster of 3 separate species, C20H34BN5O7S2 in total at a distorted geometry. The level of theory is the ωB97M-V functional and the def2-TZVPD basis.

Properties
Molecular weight = 531.466 g mol⁻¹
DFT total energy = -65406.6726 eV
Orbital gap = 7.0 eV
HOMO = -9.1413 eV

```
! wB97M-V def2-TZVPD RIJCOSX def2/J DEFGRID3
* xyz 0 1
C -5.404 3.967 0.798
N -4.430 3.379 -0.200
C -3.544 4.431 -0.829
B -3.646 2.215 0.381
O -4.238 0.853 0.216
C -2.204 2.298 1.170
C -0.793 1.981 0.384
S -0.616 1.469 -1.412
C -0.700 -0.436 -1.457
O -1.606 2.150 -2.388
O 0.840 1.811 -1.911
C 0.632 2.081 1.254
C 0.640 2.501 2.838
C -0.797 2.803 3.567
C -2.239 2.701 2.793
N -3.532 2.952 3.537
C -3.500 4.205 4.144
S -3.539 5.443 5.337
C -0.389 3.149 5.117
O -1.112 3.356 6.221
N 1.154 3.152 5.141
C 1.877 2.677 3.900
O 3.167 2.472 3.624
H -5.073 5.039 1.194
H -6.452 4.073 0.258
H -5.528 3.201 1.675
H -4.186 5.437 -0.856
H -2.569 4.684 -0.233
H -3.262 4.219 -1.959
H -4.737 0.930 -0.668
H -1.695 -0.773 -0.907
H 0.195 -0.889 -0.810
H -0.724 -0.853 -2.558
H 1.646 1.822 0.703
H 1.392 4.139 5.437
C 3.963 0.971 -2.900
C 4.296 0.055 -1.725
C 5.571 -0.794 -1.933
O 5.412 -1.893 -2.837
C 5.436 -1.531 -4.209
N 3.131 -0.790 -1.434
H 3.491 0.441 -3.734
H 3.256 1.747 -2.586
H 4.861 1.473 -3.277
H 4.475 0.701 -0.856
H 5.836 -1.246 -0.969
H 6.427 -0.175 -2.228
H 6.138 -0.714 -4.409
H 4.433 -1.269 -4.545
H 5.755 -2.407 -4.782
H 3.314 -1.320 -0.581
H 3.086 -1.511 -2.162
C -1.024 -4.786 -1.504
C 0.036 -4.467 -0.453
C 0.098 -5.488 0.706
O -0.972 -5.383 1.650
C -2.195 -5.959 1.216
N -0.184 -3.103 0.047
H -2.036 -4.511 -1.188
H -0.823 -4.227 -2.425
H -1.022 -5.852 -1.757
H 1.008 -4.492 -0.960
H 1.013 -5.292 1.279
H 0.184 -6.517 0.335
H -2.037 -6.863 0.618
H -2.777 -5.224 0.658
H -2.773 -6.229 2.104
H 0.589 -2.851 0.664
H -0.995 -3.134 0.674
*
```

Löwdin population analysis, charges in e, atoms 1 to 5: -0.112, -0.156, -0.117, -0.466, 0.032

***

This record from the OMol25 dataset describes the ion C3H8NO with charge -1. The level of theory is the ωB97M-V functional and the def2-TZVPD basis.

Properties
Molecular weight = 74.103 g mol⁻¹
DFT total energy = -6777.9920 eV
Orbital gap = 6.9 eV
ΔE to the lowest compared entry with this formula, charge and spin = 0.0 kJ/mol
HOMO = -2.4329 eV
SMILES = C[C@H](N)C[O-]

```
! wB97M-V def2-TZVPD RIJCOSX def2/J DEFGRID3
* xyz -1 1
C -1.375 -0.060 0.457
C -0.153 0.148 -0.435
N 0.218 -1.135 -1.079
C 1.091 0.725 0.302
O 2.209 0.631 -0.428
H -1.073 -0.340 1.473
H -1.972 -0.884 0.049
H -2.004 0.823 0.532
H -0.397 0.878 -1.214
H 0.291 -1.779 -0.285
H 1.220 -0.953 -1.273
H 1.144 0.176 1.293
H 0.801 1.770 0.609
*
```

Löwdin population analysis, charges in e, atoms 1 to 5: -0.114, -0.486, -0.011, -0.544, -0.361

***

This record from the OMol25 dataset describes a cluster of 12 separate species, C47H125N7O19 in total at a distorted geometry. The level of theory is the ωB97M-V functional and the def2-TZVPD basis.

Properties
Molecular weight = 1092.547 g mol⁻¹
DFT total energy = -100085.2438 eV
Orbital gap = 8.6 eV
ΔE to the lowest compared entry with this formula, charge and spin = 0.0 kJ/mol
HOMO = -8.1314 eV
SMILES = COCCNCCOC.COCCNCCOC.COCCNCCOC.COCCNCCOC.COCCNCCOC.COCCNCCOC.COCCNCCOC.CO.CO.CO.CO.CO

```
! wB97M-V def2-TZVPD RIJCOSX def2/J DEFGRID3
* xyz 0 1
C -6.108 2.897 -5.889
O -4.805 3.036 -6.370
C -4.344 1.977 -7.143
C -2.842 1.871 -7.088
N -2.456 1.547 -5.705
C -1.031 1.309 -5.508
C -0.641 1.021 -4.058
O -0.991 -0.282 -3.647
C -0.544 -0.711 -2.338
H -6.847 2.615 -6.638
H -6.464 3.887 -5.602
H -6.212 2.230 -5.033
H -4.502 2.187 -8.201
H -4.802 1.049 -6.800
H -2.382 2.837 -7.294
H -2.558 1.059 -7.758
H -2.954 0.709 -5.438
H -0.522 2.219 -5.827
H -0.597 0.518 -6.120
H -1.190 1.779 -3.499
H 0.421 1.202 -3.894
H -1.077 -0.117 -1.595
H 0.520 -0.496 -2.241
H -0.747 -1.766 -2.156
C 6.503 1.519 -1.135
O 6.637 2.087 0.156
C 6.152 1.262 1.181
C 6.632 1.805 2.579
N 6.191 3.196 2.709
C 4.769 3.317 3.087
C 4.362 4.723 2.776
O 4.015 4.801 1.413
C 3.897 6.123 0.859
H 5.527 1.174 -1.477
H 7.109 0.615 -1.188
H 6.821 2.217 -1.910
H 6.595 0.270 1.090
H 5.067 1.252 1.077
H 7.716 1.772 2.695
H 6.230 1.223 3.409
H 6.148 3.543 1.761
H 4.749 3.158 4.166
H 4.199 2.533 2.588
H 5.128 5.479 2.950
H 3.457 5.085 3.265
H 4.678 6.852 1.073
H 2.979 6.605 1.195
H 3.851 5.996 -0.223
C -4.113 -0.854 3.533
O -3.795 -2.084 2.985
C -3.957 -3.078 3.945
C -3.187 -4.411 3.511
N -1.768 -4.226 3.238
C -1.223 -5.393 2.597
C 0.218 -5.090 2.111
O 0.366 -4.013 1.226
C 1.643 -3.957 0.550
H -5.109 -0.888 3.975
H -4.067 -0.056 2.792
H -3.482 -0.533 4.361
H -5.022 -3.272 4.071
H -3.564 -2.848 4.936
H -3.714 -4.801 2.640
H -3.260 -5.214 4.245
H -1.602 -3.439 2.627
H -1.910 -5.706 1.810
H -1.283 -6.219 3.305
H 0.559 -6.021 1.658
H 0.834 -4.936 2.996
H 1.863 -4.837 -0.055
H 2.459 -3.915 1.271
H 1.776 -3.186 -0.209
C 0.778 4.362 -2.823
O 1.227 3.230 -2.135
C 1.753 3.549 -0.846
C 2.406 2.391 -0.108
N 1.392 1.741 0.690
C 1.829 0.425 1.220
C 0.618 -0.320 1.754
O -0.351 -0.542 0.784
C -1.608 -1.064 1.177
H 0.334 4.055 -3.770
H 1.611 5.001 -3.117
H 0.100 4.938 -2.192
H 1.079 4.055 -0.156
H 2.556 4.278 -0.953
H 3.158 2.889 0.504
H 2.938 1.739 -0.800
H 0.583 1.589 0.106
H 2.535 0.599 2.033
H 2.229 -0.196 0.419
H 0.199 0.255 2.580
H 0.955 -1.249 2.213
H -1.995 -1.635 0.332
H -2.282 -0.232 1.378
H -1.448 -1.728 2.026
C -6.942 -9.267 -3.371
O -6.424 -8.391 -2.346
C -7.194 -8.395 -1.108
C -6.685 -7.271 -0.114
N -6.801 -5.972 -0.766
C -6.216 -4.851 0.020
C -4.725 -4.817 -0.006
O -4.237 -4.675 -1.388
C -2.843 -4.795 -1.352
H -7.983 -8.994 -3.543
H -6.898 -10.339 -3.179
H -6.454 -9.192 -4.343
H -7.388 -9.368 -0.655
H -8.182 -8.025 -1.384
H -5.637 -7.481 0.100
H -7.154 -7.460 0.852
H -6.288 -6.081 -1.629
H -6.589 -4.927 1.042
H -6.495 -3.882 -0.394
H -4.306 -5.732 0.413
H -4.439 -4.029 0.691
H -2.584 -5.837 -1.168
H -2.347 -4.181 -0.600
H -2.528 -4.535 -2.363
C -3.099 2.062 -0.300
O -3.229 3.489 -0.586
C -3.170 3.812 -2.010
C -4.318 3.351 -2.939
N -5.590 4.048 -2.914
C -6.403 3.812 -1.731
C -7.508 4.836 -1.612
O -6.951 6.112 -1.634
C -7.942 7.142 -1.369
H -2.939 1.880 0.763
H -2.216 1.566 -0.703
H -4.003 1.569 -0.655
H -2.201 3.497 -2.399
H -3.078 4.897 -1.965
H -4.546 2.292 -2.817
H -3.890 3.375 -3.941
H -5.391 5.037 -2.962
H -5.754 3.725 -0.859
H -6.914 2.853 -1.813
H -8.105 4.745 -0.704
H -8.155 4.681 -2.476
H -7.427 8.067 -1.112
H -8.637 6.874 -0.573
H -8.503 7.451 -2.251
C 6.750 -6.647 7.525
O 7.031 -5.650 6.504
C 7.719 -6.184 5.399
C 7.909 -5.126 4.276
N 6.722 -4.563 3.661
C 7.082 -3.567 2.664
C 5.931 -2.625 2.618
O 5.894 -1.857 3.838
C 4.572 -1.319 3.857
H 6.178 -6.088 8.266
H 7.704 -7.011 7.907
H 6.119 -7.439 7.123
H 7.172 -7.030 4.983
H 8.648 -6.646 5.732
H 8.616 -5.555 3.566
H 8.412 -4.276 4.736
H 6.389 -4.081 4.483
H 7.243 -4.054 1.702
H 7.980 -2.988 2.875
H 5.043 -3.139 2.247
H 6.146 -1.865 1.867
H 4.485 -0.714 4.760
H 3.808 -2.090 3.766
H 4.452 -0.562 3.082
C 2.515 1.307 5.941
O 2.527 1.299 4.530
H 3.088 0.421 6.213
H 2.911 2.219 6.387
H 1.489 1.327 6.307
H 1.775 1.786 4.184
C 1.368 8.410 -2.827
O 2.169 7.877 -3.833
H 1.977 8.583 -1.940
H 0.989 9.408 -3.049
H 0.632 7.642 -2.591
H 3.091 8.134 -3.760
C 2.022 4.544 -6.535
O 0.944 3.960 -7.232
H 2.427 3.771 -5.882
H 2.736 4.950 -7.251
H 1.725 5.316 -5.825
H 0.465 4.679 -7.650
C 4.600 -1.745 -0.774
O 3.791 -0.950 -1.622
H 4.148 -1.818 0.215
H 4.766 -2.686 -1.298
H 5.566 -1.270 -0.601
H 4.001 -1.093 -2.548
C 0.313 4.348 2.985
O 0.573 2.975 3.271
H -0.597 4.465 2.398
H 0.291 4.916 3.915
H 1.157 4.758 2.431
H 0.851 2.534 2.466
*
```

Löwdin population analysis, charges in e, atoms 1 to 5: -0.139, -0.179, -0.252, -0.197, -0.054

***

This record from the OMol25 dataset describes the molecule C5H6O. The level of theory is the ωB97M-V functional and the def2-TZVPD basis.

Properties
Molecular weight = 82.102 g mol⁻¹
DFT total energy = -7328.2566 eV
Orbital gap = 9.3 eV
ΔE to the lowest compared entry with this formula, charge and spin = 99.2 kJ/mol
HOMO = -8.3131 eV
SMILES = C1=COC=CC1

```
! wB97M-V def2-TZVPD RIJCOSX def2/J DEFGRID3
* xyz 0 1
C -1.158 0.354 -0.331
C -1.100 -0.968 -0.383
O -0.013 -1.708 -0.005
C 1.148 -1.014 0.169
C 1.220 0.308 0.305
C -0.023 1.169 0.209
H -2.079 0.861 -0.582
H -1.866 -1.621 -0.769
H 1.975 -1.712 0.162
H 2.194 0.754 0.476
H -0.439 1.496 1.162
H 0.176 2.082 -0.374
*
```

Löwdin population analysis, charges in e, atoms 1 to 5: -0.090, -0.136, -0.041, -0.138, -0.068

***

This record from the OMol25 dataset describes a structure of composition C17H39AlBO14. The level of theory is the ωB97M-V functional and the def2-TZVPD basis.

Properties
Molecular weight = 505.279 g mol⁻¹
DFT total energy = -54200.3187 eV
Orbital gap = 6.1 eV
HOMO = -3.8339 eV

```
! wB97M-V def2-TZVPD RIJCOSX def2/J DEFGRID3
* xyz -1 1
C 3.999 0.672 2.977
C 3.215 0.011 1.838
C 2.342 0.982 1.016
O 0.977 0.664 1.065
C 0.176 1.467 1.974
Al -1.451 0.479 2.703
B -1.383 -1.649 2.153
C -0.727 -2.269 0.838
O -1.960 -2.613 3.013
H 3.429 0.675 3.908
H 4.950 0.172 3.176
H 4.229 1.713 2.737
H 3.904 -0.516 1.173
H 2.532 -0.738 2.242
H 2.658 0.973 -0.034
H 2.495 2.005 1.389
H 0.818 1.797 2.805
H -0.107 2.383 1.428
H -1.422 0.626 4.342
H -2.838 1.164 2.111
H -1.005 -3.318 0.661
H 0.366 -2.189 0.897
H -0.999 -1.670 -0.036
H -1.356 -3.352 3.158
C -5.009 -1.286 0.582
O -5.765 -0.169 0.083
C -5.226 0.420 -0.975
O -4.277 0.032 -1.607
O -5.915 1.540 -1.237
C -5.358 2.317 -2.300
H -5.579 -1.667 1.423
H -4.899 -2.049 -0.187
H -4.031 -0.949 0.918
H -5.351 1.750 -3.230
H -4.339 2.613 -2.061
H -5.993 3.192 -2.389
C -1.808 5.934 -3.127
O -1.967 5.787 -4.548
C -3.174 5.376 -4.921
O -4.109 5.174 -4.189
O -3.181 5.221 -6.247
C -4.428 4.753 -6.773
H -0.785 6.269 -2.989
H -2.513 6.668 -2.741
H -1.971 4.982 -2.627
H -5.227 5.456 -6.544
H -4.678 3.781 -6.349
H -4.276 4.677 -7.845
C 6.989 3.078 -0.793
O 6.975 2.477 -2.095
C 6.071 1.504 -2.225
O 5.323 1.124 -1.365
O 6.135 1.026 -3.469
C 5.188 -0.020 -3.733
H 7.760 3.841 -0.839
H 6.020 3.519 -0.568
H 7.222 2.335 -0.033
H 4.172 0.341 -3.586
H 5.361 -0.865 -3.070
H 5.355 -0.300 -4.769
C -1.052 -6.210 2.473
O -0.580 -7.374 3.174
C 0.373 -7.125 4.065
O 0.854 -6.051 4.313
O 0.713 -8.279 4.653
C 1.733 -8.141 5.647
H -1.812 -6.577 1.791
H -1.487 -5.499 3.170
H -0.240 -5.736 1.925
H 1.404 -7.474 6.442
H 2.644 -7.740 5.207
H 1.898 -9.144 6.030
*
```

Löwdin population analysis, charges in e, atoms 1 to 5: -0.119, -0.215, -0.269, -0.270, -0.324

***

This record from the OMol25 dataset describes the ion C14H16BrN3O with charge +2. The level of theory is the ωB97M-V functional and the def2-TZVPD basis.

Properties
Molecular weight = 322.206 g mol⁻¹
DFT total energy = -91321.0253 eV
Orbital gap = 7.3 eV
ΔE to the lowest compared entry with this formula, charge and spin = 50.9 kJ/mol
HOMO = -14.7029 eV

```
! wB97M-V def2-TZVPD RIJCOSX def2/J DEFGRID3
* xyz 2 1
C 5.256 0.629 0.832
N 4.329 0.864 -0.304
C 4.545 -0.142 -1.365
C 2.996 0.695 0.135
O 2.600 -0.155 0.873
C 2.026 1.740 -0.392
N 0.657 1.181 -0.298
C 0.037 1.221 0.888
C -1.217 0.654 1.039
C -1.821 0.040 -0.053
C -3.152 -0.604 0.146
C -3.180 -1.960 0.464
C -4.399 -2.573 0.688
N -5.529 -1.850 0.600
Br -7.150 -2.717 0.941
C -5.533 -0.551 0.283
C -4.338 0.110 0.050
C -1.169 0.025 -1.278
C 0.080 0.610 -1.367
H 5.537 -0.416 0.916
H 4.813 0.954 1.765
H 6.142 1.233 0.675
H 4.493 -1.159 -0.975
H 5.531 -0.003 -1.793
H 3.807 -0.026 -2.155
H 2.261 2.047 -1.403
H 2.070 2.587 0.284
H 0.526 1.675 1.731
H -1.712 0.685 1.995
H -2.264 -2.520 0.533
H -4.460 -3.615 0.951
H -6.468 -0.020 0.221
H -4.340 1.156 -0.200
H -1.620 -0.431 -2.143
H 0.647 0.636 -2.282
*
```

Löwdin population analysis, charges in e, atoms 1 to 5: -0.037, -0.155, -0.047, -0.461, 0.155

***

- Which value of HOMO does entry 4 give?
  -2.4329 eV

***

- What is the formula in the eighth record?
  C14H16BrN3O

***

- Which value of DFT total energy does entry 3 give?
  -65406.6726 eV